The following is a quantum chemistry calculation of a molecular structure, C34H39BrN4O2OsP2 at a distorted geometry, from the OMol25 dataset.

The spin multiplicity is 5. As for the strongest force on any atom: 4.66 eV Å⁻¹. The net charge is +2. The calculation puts the highest occupied orbital energy (alpha / beta) at -12.92 / -13.13 eV. The energy relative to the best compared isomer or geometry (same formula, charge and spin) is 0.000 eV. The LUMO energy (alpha / beta) is -6.7 / -8.9 eV. As for the electronic energy: -5034.8978 Ha. The gap between HOMO and LUMO (alpha / beta) comes out at 6.23 / 4.26 eV.

Cartesian coordinates (Å):
Os (1.07, -0.24, -1.49)
C (4.14, 0.90, -1.52)
C (3.44, 1.66, -0.67)
C (3.10, 3.10, -1.00)
C (2.32, 3.19, -2.31)
C (1.39, 2.02, -2.52)
C (1.80, 0.71, -3.01)
C (3.13, 0.57, -3.72)
C (4.34, 1.13, -2.98)
C (-0.84, -1.35, -1.19)
H (4.76, 0.07, -1.15)
H (3.49, 1.47, 0.41)
H (4.02, 3.73, -1.04)
H (2.50, 3.51, -0.17)
H (1.72, 4.11, -2.26)
H (3.00, 3.39, -3.15)
H (0.45, 2.39, -2.93)
H (1.06, 0.23, -3.68)
H (2.99, 1.07, -4.67)
H (3.31, -0.49, -3.94)
H (5.23, 0.57, -3.31)
H (4.54, 2.18, -3.23)
H (-0.72, -2.43, -0.96)
H (-1.58, -1.30, -2.01)
H (-1.39, -1.03, -0.28)
P (-0.73, 1.19, -0.85)
P (0.13, -0.21, 1.57)
N (-1.52, 1.46, -2.71)
N (-2.55, 1.58, -0.24)
N (1.58, -0.88, 0.71)
N (0.51, -0.33, 3.31)
C (0.06, 2.35, 0.28)
C (0.68, 1.59, 1.47)
C (-1.23, 0.46, -3.62)
C (-1.61, 0.84, -4.90)
C (-2.21, 2.12, -4.77)
C (-2.14, 2.49, -3.41)
C (-3.67, 0.91, -0.71)
C (-4.82, 1.64, -0.38)
C (-4.39, 2.78, 0.35)
C (-3.00, 2.70, 0.43)
C (1.38, -1.85, -0.43)
C (2.70, -2.14, -0.92)
C (3.61, -1.61, -0.01)
C (2.93, -0.80, 0.91)
C (1.70, -0.60, 3.98)
C (1.43, -0.68, 5.35)
C (0.03, -0.43, 5.52)
C (-0.51, -0.19, 4.27)
H (-0.67, 3.09, 0.63)
H (0.81, 2.91, -0.30)
H (1.78, 1.59, 1.41)
H (0.38, 2.05, 2.42)
H (-0.72, -0.45, -3.34)
H (-1.46, 0.21, -5.77)
H (-2.63, 2.70, -5.57)
H (-2.50, 3.37, -2.91)
H (-3.58, -0.04, -1.21)
H (-5.83, 1.37, -0.63)
H (-4.99, 3.57, 0.76)
H (-2.34, 3.36, 0.97)
H (0.78, -2.71, -0.18)
H (2.85, -2.96, -1.62)
H (4.69, -1.76, -0.05)
H (3.31, -0.18, 1.71)
H (2.61, -0.69, 3.44)
H (2.15, -0.92, 6.11)
H (-0.51, -0.48, 6.45)
H (-1.50, 0.12, 3.97)
Br (-0.95, -4.72, 0.58)
C (-2.01, -4.53, 2.14)
C (-2.57, -5.67, 2.72)
C (-3.47, -5.57, 3.80)
C (-3.89, -4.31, 4.25)
C (-3.34, -3.17, 3.67)
C (-2.35, -3.27, 2.69)
C (-1.89, -1.98, 2.10)
O (-2.68, -1.03, 1.95)
O (-0.58, -1.95, 1.81)
H (-2.34, -6.66, 2.31)
H (-3.92, -6.47, 4.22)
H (-4.64, -4.19, 5.04)
H (-3.64, -2.15, 3.97)